C54H123N16O16 | ωB97M-V with the def2-TZVPD basis set

The spin multiplicity is 1. For the HOMO energy, the calculation gives -1.850 eV. The value obtained for the energy relative to the best compared isomer or geometry (same formula, charge and spin) is 8.456 eV. The charge is -1. The value obtained for the LUMO energy is 1.295 eV.

Last column: Löwdin charge in e.
Atoms and positions in Å:
C (-1.877, -0.200, -0.704)  -0.0221
C (-1.304, 1.296, -0.931)  -0.5024
C (-1.165, 2.042, 0.373)  -0.1822
C (0.119, 1.624, 1.116)  -0.1687
C (1.355, 1.852, 0.176)  -0.1433
C (1.290, 1.024, -1.157)  -0.5390
N (-0.058, 1.293, -1.731)  -0.2075
O (-0.195, 0.856, -3.097)  -0.3636
C (1.566, -0.459, -0.903)  -0.0524
C (2.350, 1.613, -2.022)  -0.0911
C (-2.386, 2.149, -1.648)  -0.0657
H (-2.646, -0.095, 0.062)  0.0543
H (-1.087, -0.834, -0.302)  0.0463
H (-2.242, -0.595, -1.652)  0.0620
H (-1.987, 1.680, 0.991)  0.0975
H (-1.292, 3.124, 0.382)  0.1084
H (0.129, 0.547, 1.285)  0.0870
H (0.336, 2.171, 2.034)  0.0939
H (2.220, 1.614, 0.795)  0.0992
H (1.438, 2.906, -0.092)  0.0994
H (2.653, -0.515, -0.842)  0.0597
H (1.290, -1.171, -1.680)  0.0723
H (1.143, -0.806, 0.039)  0.0551
H (3.353, 1.339, -1.695)  0.0651
H (2.336, 2.690, -2.189)  0.0777
H (2.313, 1.088, -2.976)  0.0693
H (-2.066, 3.191, -1.628)  0.0675
H (-3.305, 2.090, -1.065)  0.0689
H (-2.561, 1.819, -2.672)  0.0624
C (-9.493, 4.150, 3.269)  0.0073
C (-10.898, 4.293, 2.542)  -0.5209
O (-10.918, 4.070, 1.314)  -0.0096
N (-11.941, 4.821, 3.168)  0.0094
C (-11.938, 5.210, 4.604)  -0.0666
H (-8.839, 4.972, 2.978)  0.0845
H (-9.058, 3.188, 2.995)  0.0757
H (-9.581, 4.053, 4.351)  0.0464
H (-12.823, 4.861, 2.678)  0.1394
H (-11.442, 6.173, 4.729)  0.0852
H (-11.470, 4.452, 5.233)  0.0715
H (-12.986, 5.244, 4.900)  0.0778
C (7.701, -6.863, 2.209)  -0.0035
C (8.512, -7.206, 3.450)  -0.5773
O (7.920, -7.343, 4.511)  0.0327
N (9.811, -7.366, 3.273)  -0.0122
C (10.793, -7.667, 4.278)  -0.0666
H (8.353, -6.531, 1.400)  0.0659
H (7.116, -5.969, 2.422)  0.0815
H (7.003, -7.642, 1.904)  0.0865
H (10.214, -7.345, 2.347)  0.1352
H (11.063, -8.721, 4.342)  0.0854
H (10.432, -7.315, 5.244)  0.0880
H (11.616, -7.027, 3.958)  0.0844
C (-9.714, -1.726, -4.022)  0.0024
C (-11.043, -2.400, -4.275)  -0.5365
O (-11.873, -1.975, -5.117)  -0.0041
N (-11.237, -3.536, -3.614)  -0.0077
C (-12.404, -4.355, -3.536)  -0.0821
H (-9.054, -2.502, -3.635)  0.0707
H (-9.736, -0.859, -3.361)  0.0885
H (-9.308, -1.450, -4.995)  0.0867
H (-10.514, -3.862, -2.989)  0.1354
H (-12.254, -5.425, -3.682)  0.0781
H (-13.166, -4.137, -4.284)  0.0862
H (-12.813, -4.260, -2.530)  0.0826
C (2.491, 4.587, -7.593)  -0.0111
C (1.914, 5.852, -6.971)  -0.5655
O (2.121, 6.942, -7.462)  0.0293
N (1.095, 5.648, -5.897)  0.0155
C (0.373, 6.699, -5.109)  -0.0532
H (2.412, 4.613, -8.680)  0.0777
H (2.015, 3.656, -7.285)  0.0714
H (3.547, 4.532, -7.326)  0.0791
H (0.837, 4.700, -5.664)  0.1279
H (0.797, 7.697, -5.217)  0.0744
H (0.557, 6.468, -4.060)  0.0751
H (-0.699, 6.752, -5.296)  0.0761
C (-4.238, 2.523, -8.901)  -0.0066
C (-4.738, 1.147, -9.058)  -0.5770
O (-5.772, 0.949, -9.702)  0.0175
N (-4.003, 0.119, -8.592)  0.0021
C (-4.344, -1.214, -8.949)  -0.0957
H (-4.145, 2.912, -9.915)  0.0943
H (-3.301, 2.548, -8.345)  0.0758
H (-4.935, 3.025, -8.231)  0.0926
H (-3.208, 0.257, -7.985)  0.1430
H (-5.404, -1.442, -9.067)  0.0850
H (-3.946, -1.944, -8.244)  0.0835
H (-3.900, -1.395, -9.927)  0.0850
C (12.524, 2.983, 2.086)  -0.0118
C (11.637, 1.717, 2.265)  -0.4871
O (11.031, 1.605, 3.387)  -0.0242
N (11.532, 0.849, 1.255)  -0.0069
C (10.829, -0.414, 1.247)  -0.0697
H (12.135, 3.666, 1.331)  0.0701
H (13.560, 2.860, 1.772)  0.0685
H (12.483, 3.562, 3.009)  0.0757
H (12.290, 0.862, 0.588)  0.1350
H (10.447, -0.717, 2.222)  0.0858
H (11.557, -1.166, 0.942)  0.0820
H (9.989, -0.414, 0.552)  0.0827
C (-4.985, -8.090, -1.363)  -0.0001
C (-6.194, -7.867, -2.294)  -0.5576
O (-7.031, -7.066, -1.987)  0.0548
N (-6.207, -8.481, -3.507)  -0.0060
C (-7.244, -8.251, -4.486)  -0.0870
H (-5.164, -8.152, -0.290)  0.0791
H (-4.173, -7.366, -1.443)  0.0808
H (-4.544, -9.030, -1.694)  0.0598
H (-5.553, -9.230, -3.687)  0.1278
H (-7.189, -7.268, -4.954)  0.0853
H (-8.229, -8.407, -4.045)  0.0837
H (-7.177, -8.918, -5.346)  0.0796
C (-4.756, -3.732, 9.223)  -0.0079
C (-4.461, -2.891, 7.996)  -0.5997
O (-3.805, -3.401, 7.083)  0.0230
N (-5.077, -1.764, 7.933)  0.0089
C (-4.911, -0.865, 6.805)  -0.0537
H (-5.561, -3.318, 9.831)  0.0651
H (-3.917, -3.936, 9.887)  0.0800
H (-5.073, -4.722, 8.896)  0.0815
H (-5.722, -1.484, 8.658)  0.1409
H (-5.144, 0.145, 7.144)  0.0798
H (-5.620, -1.128, 6.020)  0.0886
H (-3.913, -0.795, 6.372)  0.0935
C (0.398, -6.701, 3.073)  -0.0043
C (-0.089, -8.056, 3.576)  -0.5567
O (0.430, -9.119, 3.331)  0.0477
N (-1.173, -7.959, 4.392)  -0.0058
C (-1.828, -9.067, 5.010)  -0.0951
H (0.824, -6.918, 2.094)  0.0790
H (1.119, -6.154, 3.681)  0.0820
H (-0.440, -6.058, 2.807)  0.0753
H (-1.545, -7.054, 4.643)  0.1382
H (-2.902, -9.094, 4.825)  0.0759
H (-1.834, -8.895, 6.086)  0.0763
H (-1.442, -10.077, 4.867)  0.0873
C (1.969, -3.625, -7.606)  -0.0071
C (1.211, -4.761, -6.937)  -0.5992
O (1.482, -5.914, -7.221)  0.0236
N (0.327, -4.440, -6.023)  0.0008
C (-0.440, -5.341, -5.175)  -0.0474
H (1.309, -2.795, -7.858)  0.0728
H (2.330, -4.065, -8.535)  0.0779
H (2.805, -3.174, -7.071)  0.0810
H (0.326, -3.455, -5.800)  0.1427
H (-1.441, -4.922, -5.074)  0.0811
H (0.058, -5.232, -4.212)  0.0848
H (-0.423, -6.387, -5.482)  0.0854
C (3.028, -3.817, 8.397)  -0.0108
C (3.356, -2.565, 7.612)  -0.5632
O (2.800, -1.497, 7.832)  0.0257
N (4.350, -2.636, 6.706)  -0.0024
C (4.712, -1.573, 5.729)  -0.0470
H (3.683, -4.000, 9.248)  0.0782
H (3.052, -4.671, 7.720)  0.0745
H (2.074, -3.793, 8.925)  0.0797
H (4.916, -3.467, 6.605)  0.1306
H (4.394, -2.053, 4.803)  0.0785
H (5.768, -1.325, 5.614)  0.0756
H (4.120, -0.674, 5.897)  0.0805
C (8.061, 5.867, -0.417)  0.0057
C (7.669, 6.438, 0.981)  -0.5510
O (7.922, 7.579, 1.377)  0.0051
N (7.079, 5.596, 1.794)  -0.0186
C (6.610, 5.875, 3.140)  -0.0468
H (7.958, 4.784, -0.357)  0.0606
H (9.049, 6.106, -0.811)  0.0743
H (7.371, 6.177, -1.201)  0.0763
H (6.886, 4.662, 1.462)  0.1346
H (6.512, 6.933, 3.380)  0.0871
H (7.386, 5.405, 3.744)  0.0869
H (5.674, 5.322, 3.215)  0.0858
C (9.861, -0.969, -10.521)  -0.0168
C (9.882, -1.400, -9.105)  -0.5701
O (10.291, -2.557, -8.916)  0.0129
N (9.409, -0.583, -8.163)  0.0061
C (9.125, -1.020, -6.805)  -0.0628
H (10.805, -0.559, -10.880)  0.0829
H (9.290, -0.040, -10.547)  0.0688
H (9.530, -1.740, -11.215)  0.0933
H (9.295, 0.403, -8.349)  0.1388
H (9.482, -2.017, -6.547)  0.0860
H (8.047, -1.048, -6.644)  0.0814
H (9.515, -0.257, -6.132)  0.0795
C (-2.575, 11.720, -0.209)  0.0046
C (-1.989, 10.573, 0.647)  -0.5997
O (-2.706, 9.703, 1.069)  0.0557
N (-0.690, 10.570, 0.788)  0.0013
C (0.149, 9.716, 1.585)  -0.0709
H (-3.435, 12.168, 0.290)  0.0803
H (-2.871, 11.225, -1.134)  0.0825
H (-1.807, 12.463, -0.421)  0.0624
H (-0.167, 11.239, 0.240)  0.1327
H (-0.406, 9.218, 2.380)  0.0870
H (0.971, 10.256, 2.055)  0.0808
H (0.596, 8.864, 1.072)  0.0832
C (-6.047, 5.480, 10.385)  -0.0096
C (-5.197, 5.612, 9.137)  -0.5652
O (-5.724, 6.046, 8.097)  0.0172
N (-3.976, 5.110, 9.222)  0.0058
C (-3.072, 5.185, 8.095)  -0.0757
H (-6.442, 6.470, 10.611)  0.0805
H (-5.422, 5.199, 11.233)  0.0659
H (-6.911, 4.829, 10.252)  0.0844
H (-3.531, 4.914, 10.107)  0.1377
H (-2.516, 6.122, 8.103)  0.0881
H (-3.469, 5.024, 7.092)  0.0898
H (-2.400, 4.327, 8.090)  0.0812